<w>
A 2-piece molecular cluster, C3H8N3 overall. Source: the OMol25 dataset; level of theory: ωB97M-V/def2-TZVPD.

Geometry as ORCA input:
```
! RIJCOSX wB97M-V def2-TZVPD def2/J DEFGRID3
* xyz 1 1
C 0.765 0.564 -1.503
C -1.100 0.397 2.331
C -0.754 -0.884 2.650
N 0.537 -0.306 -2.231
N 1.068 1.263 -0.512
N 0.210 -0.884 -3.322
H -0.550 0.900 1.465
H -1.740 0.875 3.009
H 0.020 -1.484 2.095
H -1.133 -1.339 3.532
H 0.243 1.582 0.125
H 1.980 1.447 -0.193
H 0.167 -1.866 -3.349
H 0.288 -0.265 -4.098
*
```

Calculated values
* orbital gap: 0.3460 hartree
* E_LUMO: -3.83 eV

=====

<x>
C3H8N3 as an isolated structure. Source: the OMol25 dataset; level of theory: ωB97M-V/def2-TZVPD.

Geometry as ORCA input:
```
! RIJCOSX wB97M-V def2-TZVPD def2/J DEFGRID3
* xyz 1 1
C -1.001 0.881 -1.177
C -0.644 -0.093 -0.002
C 1.355 -0.890 1.212
N 1.397 0.807 -0.478
N 0.199 1.102 -1.798
N 0.824 -0.001 0.164
H -1.392 0.387 -2.038
H -1.639 1.737 -0.720
H -1.169 0.118 0.952
H -0.788 -1.073 -0.257
H 1.140 -1.934 0.815
H 0.895 -0.840 2.117
H 2.417 -0.785 1.076
H 0.419 2.032 -2.106
*
```

Calculated values
* orbital gap: 0.3607 hartree
* E_LUMO: -5.24 eV

=====

<y>
C3H8N3 as an isolated structure. Source: the OMol25 dataset; level of theory: ωB97M-V/def2-TZVPD.

Geometry as ORCA input:
```
! RIJCOSX wB97M-V def2-TZVPD def2/J DEFGRID3
* xyz 1 1
C -1.918 -0.669 -0.260
C -0.359 0.973 -0.068
C 2.073 -0.166 0.069
N 0.100 -1.469 -0.369
N -1.542 0.422 0.399
N 0.727 -0.512 -0.105
H -2.030 -0.406 -1.326
H -2.674 -1.235 0.267
H -0.325 1.333 -1.146
H -0.007 1.733 0.662
H 2.370 0.655 0.697
H 2.754 -0.018 -0.766
H 2.535 -1.041 0.558
H -1.702 0.401 1.388
*
```

Calculated values
* orbital gap: 0.3742 hartree
* E_LUMO: -4.25 eV

=====

<y> comes first in stability; the runner-up is 4.4 kcal/mol higher.

=====

<w>
A 2-piece molecular cluster, C3H8N3 overall. Source: the OMol25 dataset; level of theory: ωB97M-V/def2-TZVPD.

Geometry as ORCA input:
```
! RIJCOSX wB97M-V def2-TZVPD def2/J DEFGRID3
* xyz 1 1
C -1.984 0.272 0.352
C -1.299 -0.818 -0.437
C 0.831 1.134 -0.343
N 1.593 -0.001 -0.515
N 2.151 -0.572 0.392
N -0.564 -0.146 0.518
H -2.083 1.251 -0.155
H -2.681 -0.052 1.223
H -1.325 -1.817 -0.190
H -0.916 -0.782 -1.546
H 0.981 1.898 0.434
H 0.713 1.517 -1.319
H 1.989 -0.398 1.359
H 2.595 -1.486 0.228
*
```

Calculated values
* orbital gap (alpha / beta): 0.3028 / 0.3028 hartree
* E_LUMO (alpha / beta): -6.38 / -6.39 eV

=====

<x>
A 2-piece molecular cluster, C3H8N3 overall. Source: the OMol25 dataset; level of theory: ωB97M-V/def2-TZVPD.

Geometry as ORCA input:
```
! RIJCOSX wB97M-V def2-TZVPD def2/J DEFGRID3
* xyz 1 1
C 1.743 0.446 -0.808
C 1.052 -0.991 0.658
C -2.565 0.667 -0.006
N 0.620 0.951 -0.339
N 2.044 -0.702 -0.223
N 0.141 0.121 0.485
H 2.409 1.035 -1.484
H 0.537 -2.006 0.684
H 1.501 -1.094 1.807
H -1.970 -0.238 0.004
H -3.680 0.489 -0.039
H -2.341 1.356 -0.838
H 2.657 -1.395 -0.682
H -2.149 1.362 0.781
*
```

Calculated values
* orbital gap: 0.2907 hartree
* E_LUMO: -7.18 eV

=====

<x> comes first in stability; the runner-up is 51.1 kcal/mol higher.

=====

<w>
C3H8N3 as an isolated structure. Source: the OMol25 dataset; level of theory: ωB97M-V/def2-TZVPD.

Geometry as ORCA input:
```
! RIJCOSX wB97M-V def2-TZVPD def2/J DEFGRID3
* xyz 1 1
C -0.414 1.296 0.105
C -1.701 -0.512 -0.166
C 1.883 0.368 -0.122
N -1.594 0.912 -0.105
N 0.580 0.439 0.429
N -0.442 -1.106 0.325
H -0.175 2.351 0.109
H -2.543 -0.819 0.460
H -1.894 -0.802 -1.207
H 2.631 0.308 0.672
H 2.010 -0.499 -0.775
H 2.077 1.239 -0.754
H -0.441 -1.388 1.307
H 0.021 -1.786 -0.278
*
```

Calculated values
* orbital gap: 0.3237 hartree
* E_LUMO: -5.70 eV

=====

<x>
A 2-piece molecular cluster, C3H8N3 overall. Source: the OMol25 dataset; level of theory: ωB97M-V/def2-TZVPD.

Geometry as ORCA input:
```
! RIJCOSX wB97M-V def2-TZVPD def2/J DEFGRID3
* xyz 1 1
C -1.125 -0.759 0.005
C 1.861 0.950 0.235
C 1.850 -0.254 -0.300
N -2.125 1.442 0.127
N -1.681 0.244 0.237
N -0.604 -1.914 -0.069
H 1.529 1.819 -0.310
H -2.624 1.804 0.930
H 2.216 1.126 1.236
H 1.548 -0.419 -1.323
H 2.252 -1.103 0.233
H -2.342 1.814 -0.791
H -1.162 -2.744 -0.232
H 0.407 -2.006 0.023
*
```

Calculated values
* orbital gap: 0.3935 hartree
* E_LUMO: -3.41 eV

=====

<y>
A 2-piece molecular cluster, C3H8N3 overall. Source: the OMol25 dataset; level of theory: ωB97M-V/def2-TZVPD.

Geometry as ORCA input:
```
! RIJCOSX wB97M-V def2-TZVPD def2/J DEFGRID3
* xyz 1 1
C -1.364 1.010 -1.453
C -0.930 0.802 -0.097
C 0.612 -0.948 0.830
N -1.562 -0.192 -1.006
N 1.108 -1.435 -0.244
N 0.444 0.800 0.440
H -1.288 1.539 -2.339
H -1.910 1.671 1.098
H 1.333 -1.013 1.660
H -0.432 -1.206 0.981
H 0.440 -1.818 -0.823
H 1.996 -1.743 -0.267
H 1.218 1.157 -0.093
H 0.335 1.376 1.312
*
```

Calculated values
* orbital gap: 0.3867 hartree
* E_LUMO: -3.87 eV

=====

<w> comes first in stability; the runner-up is 2.8 kcal/mol higher.

=====

<w>
An isolated ion of composition C3H8N3 and charge +1. Source: the OMol25 dataset; level of theory: ωB97M-V/def2-TZVPD.

Geometry as ORCA input:
```
! RIJCOSX wB97M-V def2-TZVPD def2/J DEFGRID3
* xyz 1 1
C 1.342 0.137 0.732
C 0.490 0.432 -0.504
C -2.078 0.159 -0.606
N -0.768 -1.566 0.040
N 2.173 -0.976 0.493
N -0.729 -0.450 -0.355
H 1.890 1.051 1.059
H 0.703 -0.058 1.706
H 0.262 1.520 -0.455
H 0.854 -0.003 -1.387
H -2.045 1.031 0.013
H -2.763 -0.567 -0.489
H -2.053 0.623 -1.524
H 2.723 -1.334 1.276
*
```

Calculated values
* orbital gap (alpha / beta): 0.3303 / 0.2748 hartree
* E_LUMO (alpha / beta): -5.56 / -6.99 eV

=====

<x>
An isolated ion of composition C3H8N3 and charge +1. Source: the OMol25 dataset; level of theory: ωB97M-V/def2-TZVPD.

Geometry as ORCA input:
```
! RIJCOSX wB97M-V def2-TZVPD def2/J DEFGRID3
* xyz 1 1
C 0.870 -0.892 0.275
C 0.191 1.313 0.255
C -0.909 -0.765 0.427
N 0.965 0.322 -0.465
N -1.066 0.625 0.535
N -1.508 -0.121 -0.648
H 1.277 -0.980 1.395
H 1.260 -1.649 -0.374
H 0.420 1.582 1.330
H 0.072 2.238 -0.474
H -1.517 -1.438 1.055
H 1.961 0.533 -0.688
H -0.931 0.111 -1.468
H -2.553 -0.074 -0.769
*
```

Calculated values
* orbital gap: 0.4219 hartree
* E_LUMO: -3.21 eV

=====

<x> comes first in stability; the runner-up is 59.3 kcal/mol higher.

=====

<w>
A 2-piece molecular cluster, C4H6N2O2 overall. Source: the OMol25 dataset; level of theory: ωB97M-V/def2-TZVPD.

Geometry as ORCA input:
```
! RIJCOSX wB97M-V def2-TZVPD def2/J DEFGRID3
* xyz 0 1
C 1.156 0.649 0.060
C -0.233 0.866 -0.090
C -2.217 -0.428 -0.137
C -1.385 -1.389 0.380
H 3.294 -1.393 0.545
H 1.847 1.570 -0.259
H -2.842 0.406 0.432
H -2.651 -1.071 -1.207
H -1.290 -2.511 -0.092
H -1.280 -1.476 1.518
N 1.516 -0.581 0.163
N -0.973 -0.218 -0.581
O 2.834 -0.327 -0.189
O -0.935 1.812 0.278
*
```

Calculated values
* orbital gap: 0.3359 hartree
* E_LUMO: -0.26 eV

=====

<x>
One molecule with the formula C4H6N2O2. Source: the OMol25 dataset; level of theory: ωB97M-V/def2-TZVPD.

Geometry as ORCA input:
```
! RIJCOSX wB97M-V def2-TZVPD def2/J DEFGRID3
* xyz 0 1
C -0.026 -0.716 -0.121
C -2.178 -0.643 -0.007
C -0.433 0.633 -0.173
C 0.419 1.588 -0.334
H 3.050 -1.211 -0.109
H 2.193 -0.169 1.148
H -2.748 -0.595 -0.914
H -2.662 -0.811 0.949
H 1.424 1.214 -0.080
H 0.394 2.784 -0.067
N 2.303 -0.285 -0.027
N 1.226 -1.106 -0.130
O -1.161 -1.491 -0.240
O -1.800 0.807 0.107
*
```

Calculated values
* orbital gap: 0.3438 hartree
* E_LUMO: 0.55 eV

=====

<y>
A 2-piece molecular cluster, C4H6N2O2 overall. Source: the OMol25 dataset; level of theory: ωB97M-V/def2-TZVPD.

Geometry as ORCA input:
```
! RIJCOSX wB97M-V def2-TZVPD def2/J DEFGRID3
* xyz 0 1
C -0.853 0.004 -1.984
C -0.958 -0.438 -0.796
C 1.085 0.818 1.288
C -1.116 -1.102 0.361
N 0.828 -0.335 1.733
N 1.674 -1.409 1.582
O 2.730 -1.179 2.015
O 1.236 -2.412 1.175
H -1.468 -0.249 -2.786
H 1.974 1.112 0.713
H -0.054 0.760 -2.334
H 0.579 1.650 1.586
H -0.692 -2.058 0.511
H -1.714 -0.653 1.061
*
```

Calculated values
* orbital gap: 0.3265 hartree
* E_LUMO: -0.27 eV

=====

<x> comes first in stability; the runner-up is 42.3 kcal/mol higher.

=====

<w>
One molecule with the formula C4H6N2O2. Source: the OMol25 dataset; level of theory: ωB97M-V/def2-TZVPD.

Geometry as ORCA input:
```
! RIJCOSX wB97M-V def2-TZVPD def2/J DEFGRID3
* xyz 0 1
C -2.140 -0.769 -0.037
C 0.744 1.388 -0.189
C 1.999 0.914 -0.047
C 2.027 -0.494 -0.144
H -1.579 -1.736 -0.335
H -2.841 -0.865 0.941
H -2.847 -0.539 -0.965
H -0.899 -0.154 1.267
H 0.301 2.335 -0.278
H 2.753 1.621 0.402
N -1.207 0.186 0.289
N -0.046 0.271 -0.487
O 2.952 -1.249 0.221
O 0.783 -0.910 -0.637
*
```

Calculated values
* orbital gap: 0.3477 hartree
* E_LUMO: 0.24 eV

=====

<x>
One molecule with the formula C4H6N2O2. Source: the OMol25 dataset; level of theory: ωB97M-V/def2-TZVPD.

Geometry as ORCA input:
```
! RIJCOSX wB97M-V def2-TZVPD def2/J DEFGRID3
* xyz 0 1
C 0.154 1.204 -0.355
C 1.489 0.969 -0.701
C -0.454 0.142 0.302
C -1.836 0.204 0.832
N 1.881 -0.248 -0.540
N 0.345 -0.960 0.371
O -0.035 -2.091 -0.347
O 2.847 -0.979 -0.547
H -0.303 2.108 -0.258
H 2.008 1.662 -1.435
H -1.880 0.604 1.915
H -2.553 0.933 0.208
H -2.350 -0.861 0.869
H 0.687 -2.688 -0.314
*
```

Calculated values
* orbital gap: 0.3076 hartree
* E_LUMO: 0.25 eV

=====

<y>
One molecule with the formula C4H6N2O2. Source: the OMol25 dataset; level of theory: ωB97M-V/def2-TZVPD.

Geometry as ORCA input:
```
! RIJCOSX wB97M-V def2-TZVPD def2/J DEFGRID3
* xyz 0 1
C 0.774 -0.488 -0.059
C -0.378 0.425 -0.125
C -0.132 1.721 -0.230
C -1.798 -0.079 -0.006
H 1.589 1.058 0.622
H 2.632 -0.430 0.702
H 1.265 -2.385 -0.172
H 0.946 2.052 -0.420
H -1.062 2.355 0.099
H -1.348 -1.782 -0.329
N 1.972 0.176 -0.081
N 0.410 -1.812 0.006
O -2.118 -1.425 -0.144
O -2.752 0.614 0.135
*
```

Calculated values
* orbital gap: 0.3505 hartree
* E_LUMO: -0.72 eV

=====

<z>
C4H6N2O2 as an isolated structure. Source: the OMol25 dataset; level of theory: ωB97M-V/def2-TZVPD.

Geometry as ORCA input:
```
! RIJCOSX wB97M-V def2-TZVPD def2/J DEFGRID3
* xyz 0 1
C 1.443 -0.784 0.101
C -0.428 0.422 -0.358
C -1.803 -0.085 -0.303
C -0.205 -0.714 0.516
H 2.416 0.752 -0.803
H 0.282 1.475 1.133
H -0.006 0.412 -1.296
H -2.556 -0.170 -1.156
H -2.217 0.304 0.790
H -0.163 -0.633 1.629
N 1.653 0.598 -0.024
N 0.621 1.444 0.056
O 2.272 -1.558 -0.253
O -1.308 -1.463 -0.033
*
```

Calculated values
* orbital gap: 0.3676 hartree
* E_LUMO: 0.78 eV

=====

<y> comes first in stability; the runner-up is 23.5 kcal/mol higher.